[1]
Below is a structure of composition C40H48N8O2RuS in a non-equilibrium geometry, with properties calculated with ωB97M-V/def2-TZVPD.

Multiplicity = 2
Gap between HOMO and LUMO (alpha / beta) = 5.45 / 4.97 eV
Maximum force = 0.0426 Eh/bohr
E = -2634.39592 hartree
Net charge = +1
E_HOMO (alpha / beta) = -8.319 / -7.837 eV

Each line ends with the Löwdin spin population.
CARTESIAN COORDINATES (ANGSTROEM)
Ru  -0.20  1.07  -0.74  0.946
N  -3.69  0.53  -2.91  0.006
C  -3.41  0.92  -1.65  0.009
O  -2.52  1.70  -1.39  0.012
C  -4.27  0.32  -0.56  0.000
C  -3.44  -0.53  0.38  -0.001
H  -2.99  0.71  -3.62  0.000
H  -4.38  -0.17  -3.10  0.000
H  -5.05  -0.32  -0.98  0.000
H  -4.79  1.12  -0.02  0.000
H  -2.77  -1.20  -0.17  0.000
H  -4.10  -1.13  1.01  0.000
C  0.99  2.42  2.22  -0.001
N  1.04  2.15  0.79  0.002
C  2.14  2.50  0.20  0.007
C  2.24  2.54  -1.21  0.007
C  3.24  3.05  -2.04  -0.003
C  2.69  3.09  -3.32  0.000
C  1.37  2.62  -3.19  -0.004
N  1.10  2.28  -1.93  -0.001
C  1.45  1.36  3.19  0.000
C  1.89  1.73  4.46  0.000
C  2.26  0.76  5.38  0.000
C  2.20  -0.58  5.05  0.000
C  1.76  -0.95  3.79  0.000
C  1.40  0.01  2.87  0.000
H  -0.05  2.65  2.46  0.000
H  1.55  3.34  2.43  0.000
H  2.98  2.89  0.78  0.000
H  4.23  3.35  -1.74  0.000
H  3.15  3.46  -4.21  0.000
H  0.62  2.56  -3.96  0.000
H  1.95  2.77  4.72  0.000
H  2.61  1.06  6.36  0.000
H  2.49  -1.33  5.77  0.000
H  1.71  -2.00  3.52  0.000
H  1.05  -0.25  1.89  0.000
N  -3.00  7.77  6.00  0.000
C  -2.86  6.79  5.43  0.000
C  -2.68  5.55  4.73  0.000
C  -2.85  5.50  3.34  0.000
C  -2.70  4.30  2.68  0.000
C  -2.40  3.15  3.41  0.000
C  -2.21  3.19  4.78  0.000
C  -2.36  4.40  5.44  0.000
N  -2.28  1.90  2.73  -0.001
C  -1.62  0.77  3.19  0.000
C  -1.84  -0.22  2.28  -0.001
N  -2.62  0.30  1.27  -0.004
C  -2.89  1.58  1.58  -0.004
H  -3.07  6.40  2.79  0.000
H  -2.78  4.27  1.60  0.000
H  -1.99  2.30  5.34  0.000
H  -2.22  4.45  6.51  0.000
H  -1.01  0.77  4.06  0.000
H  -1.47  -1.23  2.24  0.000
H  -3.43  2.27  0.95  0.000
C  -2.19  -0.05  -6.19  0.000
C  -1.20  0.98  -5.66  0.000
N  0.12  0.43  -5.41  0.001
C  0.52  -0.14  -4.27  0.002
S  -0.59  -0.47  -3.02  0.000
N  1.81  -0.46  -4.18  0.001
C  2.45  -1.06  -3.02  0.003
C  2.61  -2.56  -3.14  0.000
H  -3.18  0.39  -6.29  0.000
H  -2.24  -0.90  -5.51  0.000
H  -1.88  -0.42  -7.17  0.000
H  -1.54  1.43  -4.73  0.000
H  -1.07  1.79  -6.38  0.000
H  0.79  0.49  -6.17  0.000
H  2.40  -0.30  -4.98  0.000
H  1.83  -0.79  -2.16  0.004
H  3.42  -0.56  -2.89  0.000
H  1.64  -3.05  -3.11  0.000
H  3.22  -2.95  -2.33  0.000
H  3.09  -2.82  -4.08  0.000
C  1.87  -7.40  0.11  0.000
C  1.63  -5.92  0.06  -0.002
C  0.37  -5.41  -0.20  0.000
C  0.13  -4.04  -0.25  -0.002
C  -1.26  -3.56  -0.57  0.000
C  1.19  -3.16  -0.03  0.000
C  1.00  -1.72  -0.03  0.001
O  -0.10  -1.13  0.01  0.023
C  2.50  -3.66  0.21  -0.002
C  3.69  -2.76  0.41  0.000
C  2.68  -5.03  0.26  0.000
H  0.94  -7.96  0.07  0.000
H  2.40  -7.68  1.02  0.000
H  2.49  -7.71  -0.73  0.000
H  -0.45  -6.09  -0.38  0.000
H  -1.85  -4.38  -0.97  0.000
H  -1.24  -2.75  -1.30  0.000
H  -1.76  -3.19  0.33  0.000
H  1.91  -1.11  -0.08  0.005
H  3.86  -2.11  -0.45  0.000
H  4.58  -3.36  0.56  0.000
H  3.58  -2.12  1.29  0.000
H  3.67  -5.42  0.46  0.000



[2]
Below is a structure of composition C40H49N3O3PRuS3 in a non-equilibrium geometry, with properties calculated with ωB97M-V/def2-TZVPD.

Gap between HOMO and LUMO = 7.67 eV
Maximum force = 0.0922 Eh/bohr
E = -3574.11071 hartree
Net charge = +1
E_HOMO = -9.327 eV

Each line ends with the Löwdin charge.
CARTESIAN COORDINATES (ANGSTROEM)
Ru  0.29  0.23  -0.24  0.685
O  1.74  -0.26  1.14  -0.283
N  1.55  0.24  2.37  -0.193
C  2.31  -0.30  3.35  -0.010
C  2.24  0.18  4.62  -0.043
C  1.38  1.25  4.90  -0.054
C  0.61  1.77  3.89  -0.076
C  0.68  1.25  2.59  -0.630
S  -0.29  1.80  1.27  0.661
H  2.93  -1.12  3.02  0.143
H  2.85  -0.27  5.39  0.114
H  1.31  1.65  5.90  0.115
H  -0.08  2.58  4.07  0.113
O  2.43  -0.21  -1.49  -0.586
S  3.45  0.00  -2.57  1.044
C  2.87  -1.02  -3.97  -0.300
C  2.29  -2.30  -3.37  -0.244
C  1.16  -2.90  -4.20  -0.204
C  0.39  -3.92  -3.38  -0.269
S  -0.73  -3.21  -2.14  1.072
O  0.00  -2.07  -1.50  -0.649
C  -1.94  -2.43  -3.21  -0.350
C  -2.58  -3.09  -4.24  -0.064
C  -3.58  -2.44  -4.95  -0.062
C  -3.95  -1.15  -4.60  -0.059
C  -3.32  -0.50  -3.55  -0.066
C  -2.31  -1.14  -2.85  -0.129
C  3.07  1.63  -3.23  -0.397
C  2.39  2.50  -2.39  -0.093
C  2.04  3.76  -2.88  -0.063
C  2.38  4.13  -4.17  -0.072
C  3.08  3.25  -4.98  -0.066
C  3.44  2.00  -4.51  -0.086
H  3.73  -1.20  -4.61  0.099
H  2.13  -0.45  -4.52  0.075
H  1.87  -2.06  -2.39  0.051
H  3.09  -3.03  -3.21  0.131
H  1.52  -3.36  -5.11  0.124
H  0.48  -2.09  -4.50  0.104
H  1.05  -4.55  -2.78  0.092
H  -0.22  -4.59  -4.00  0.091
H  -2.32  -4.11  -4.51  0.111
H  -4.08  -2.95  -5.76  0.111
H  -4.74  -0.65  -5.15  0.113
H  -3.62  0.50  -3.27  0.082
H  -1.80  -0.65  -2.02  0.054
H  2.13  2.21  -1.38  0.095
H  1.50  4.44  -2.23  0.115
H  2.10  5.11  -4.54  0.110
H  3.36  3.55  -5.98  0.112
H  3.99  1.32  -5.15  0.115
C  -1.53  -1.22  2.28  -0.208
P  -1.04  -1.33  0.51  0.888
C  -2.69  -1.50  -0.26  -0.343
C  -3.11  -2.64  -0.94  -0.154
C  -4.39  -2.69  -1.49  -0.057
C  -5.25  -1.61  -1.35  -0.062
C  -4.84  -0.48  -0.67  -0.074
C  -3.56  -0.42  -0.13  -0.102
C  -0.29  -2.99  0.48  -0.377
C  1.00  -3.14  -0.02  -0.162
C  1.62  -4.39  -0.01  -0.074
C  0.95  -5.49  0.49  -0.078
C  -0.33  -5.35  1.00  -0.077
C  -0.95  -4.11  0.99  -0.097
H  -2.21  -2.04  2.51  0.051
H  -2.03  -0.28  2.47  0.031
H  -0.65  -1.30  2.92  0.050
H  -2.45  -3.48  -1.06  0.049
H  -4.71  -3.58  -2.02  0.121
H  -6.25  -1.66  -1.77  0.114
H  -5.51  0.36  -0.54  0.111
H  -3.24  0.47  0.40  0.103
H  1.54  -2.28  -0.41  0.078
H  2.63  -4.49  -0.39  0.111
H  1.43  -6.46  0.50  0.106
H  -0.86  -6.21  1.40  0.106
H  -1.95  -4.02  1.39  0.110
C  -2.62  2.50  -5.65  -0.055
C  -1.54  3.09  -4.76  -0.201
N  -1.63  2.68  -3.36  -0.063
C  -2.53  3.45  -2.50  -0.187
C  -3.87  2.77  -2.25  -0.065
C  -0.94  1.62  -2.86  -0.397
C  -0.03  0.89  -3.80  -0.002
N  -1.02  1.21  -1.63  -0.009
H  -2.49  2.86  -6.67  0.083
H  -3.61  2.80  -5.32  0.071
H  -2.58  1.41  -5.66  0.060
H  -1.59  4.18  -4.77  0.121
H  -0.55  2.84  -5.14  0.103
H  -2.69  4.41  -2.99  0.122
H  -2.03  3.67  -1.56  0.122
H  -4.42  2.64  -3.19  0.073
H  -4.48  3.37  -1.58  0.090
H  -3.74  1.78  -1.81  0.031
H  0.76  1.56  -4.16  0.069
H  -0.58  0.52  -4.66  0.103
H  0.40  0.05  -3.27  0.063
H  -1.69  1.76  -1.11  0.018



ΔE to the lowest compared entry with this formula, charge and spin (kcal per mole)
49.72 53.76